ORCA calculation (ωB97M-V/def2-TZVPD) on a molecular structure, C4H6BeO in a non-equilibrium geometry.

```
12
Properties=species:S:1:pos:R:3:forces:R:3:lowdin_charge:R:1
O 1.304640 -0.562159 -0.724105 1.732 -1.237 -3.937 -0.14
C 0.547652 0.270122 1.848488 -1.338 1.646 4.378 -0.19
C -0.427899 1.187198 2.003597 0.041 -0.031 0.110 -0.08
H 0.967835 -0.082860 2.804984 -0.216 -0.037 -0.444 0.05
H -0.899990 1.688096 1.148700 0.025 -0.274 0.252 0.04
H -0.815050 1.492302 2.986339 0.267 0.023 -0.377 0.05
Be 0.849294 -0.220659 0.456333 -0.189 0.187 1.550 0.33
C 0.580043 -0.558947 -1.830191 -1.161 -0.605 -2.353 -0.30
C -0.723233 -0.882089 -1.946755 0.669 0.363 0.267 0.01
H 1.147829 -0.332471 -2.747822 -0.179 -0.043 0.472 0.12
H -1.335377 -1.114603 -1.070335 0.174 -0.058 -0.284 0.05
H -1.195748 -0.883934 -2.929238 0.175 0.067 0.367 0.05
```
Positions in Å, forces in eV/Å.

Multiplicity: 1
E_HOMO in eV: -9.19
Net charge: 0
Gap between HOMO and LUMO in eV: 9.955

ORCA calculation (ωB97M-V/def2-TZVPD) on C5H6N2 in the gas phase in a non-equilibrium geometry.

```
13
Properties=species:S:1:pos:R:3:forces:R:3:lowdin_charge:R:1
H 1.956699 -0.680742 1.893663 -0.259 -0.278 -0.085 0.07
N 1.188144 -0.054144 1.654208 -0.424 0.386 0.030 0.20
C 0.502795 -0.432870 0.657201 1.656 0.329 -2.285 -0.33
C 0.610869 -1.513760 -0.318849 -0.894 -2.262 -0.373 -0.05
C -0.517368 -1.467109 -1.107212 2.479 -1.556 1.227 -0.12
N -1.237276 -0.310154 -0.927515 1.229 3.156 1.069 0.10
C -0.481452 0.393477 -0.096784 -3.540 0.401 0.139 -0.28
C -0.605033 1.851827 0.061416 -0.492 0.259 0.371 -0.03
H 1.356552 -2.287836 -0.287892 -0.072 -0.314 0.036 0.09
H -0.851814 -2.185467 -1.840086 0.128 -0.058 -0.043 0.10
H 0.134357 2.364938 -0.567429 -0.119 -0.111 0.116 0.10
H -1.606600 2.169641 -0.215325 0.004 0.053 -0.305 0.08
H -0.449875 2.152200 1.094606 0.303 -0.006 0.102 0.08
```
Positions in Å, forces in eV/Å.

Energy above the lowest of the compared OMol25 structures with the same formula, charge and spin in kcal per mole: 46.6
Multiplicity: 1
SMILES: [H]/N=C1\C=CN=C1C
E_HOMO (alpha / beta) in eV: -8.68 / -8.69
Net charge: 0
Gap between HOMO and LUMO (alpha / beta) in eV: 7.691 / 7.693

ORCA calculation (ωB97M-V/def2-TZVPD) on a molecular structure, C3H5NO3.

```
12
Properties=species:S:1:pos:R:3:forces:R:3:lowdin_charge:R:1
C 0.525581 0.669434 -0.712087 -0.819 -0.010 -0.533 -0.50
C -0.928774 0.501035 0.303780 0.749 -0.013 -0.291 -0.28
N 1.010704 -0.543008 -1.054170 0.027 0.018 0.154 0.18
C 0.098909 0.537471 1.282538 0.105 -0.164 0.628 -0.09
O -1.714944 -0.619225 0.113384 0.127 0.069 -0.066 0.02
O 0.349574 -0.685118 1.794387 -0.207 0.213 -0.232 0.00
O 0.747068 1.716634 -1.257368 0.031 -0.242 0.308 0.08
H -2.324667 -0.465682 -0.617536 0.057 0.008 0.058 0.11
H 1.127257 -0.611445 2.361226 -0.108 0.086 -0.079 0.11
H 0.767769 -1.356077 -0.510399 0.034 0.080 -0.049 0.10
H 1.722528 -0.603687 -1.764034 -0.040 0.026 0.070 0.12
H -1.381005 1.459669 0.060278 0.044 -0.072 0.034 0.14
```
Positions in Å, forces in eV/Å.

Energy above the lowest of the compared OMol25 structures with the same formula, charge and spin in kcal per mole: 90.8
Multiplicity: 1
E_HOMO in eV: -8.76
Net charge: 0
Gap between HOMO and LUMO in eV: 9.286

no.,electronic energy (hartree)
1,-245.9687
2,-303.5618
3,-397.6921